## a
This record from the Open Molecules 2025 dataset describes 2 unconnected molecules or ions with the total composition C2H9N2. The level of theory is ωB97M-V with the def2-TZVPD basis set.

Element x y z (Å)
N  -0.9485  -0.7645  1.0554
C  -1.0288  -1.4272  -0.0684
N  -0.6379  -0.9757  -1.2304
H  -0.7545  0.2310  1.0791
H  -1.0909  -1.2262  1.9407
H  -1.4539  -2.4213  -0.0387
H  -0.8240  -1.5503  -2.0340
H  -0.2081  -0.0608  -1.3212
C  1.3794  1.6331  0.1266
H  1.5460  1.9978  1.1347
H  2.0640  2.1273  -0.5516
H  0.3608  1.8722  -0.1791
H  1.5964  0.5645  0.0870

Values from the calculation:
Orbital gap = 0.4608 hartree
Total charge = +1
E_HOMO = -0.6040 Eh

---

## b
This record from the Open Molecules 2025 dataset describes 2 unconnected molecules or ions with the total composition C2H9N2. The level of theory is ωB97M-V with the def2-TZVPD basis set.

Element x y z (Å)
N  -0.7454  -1.7822  -0.0389
H  -0.0888  -1.3204  -0.6527
H  -1.7189  -1.5688  -0.2714
H  -0.5599  -1.4580  0.8858
H  -0.4696  -2.8258  0.0279
C  -0.5907  1.4892  0.5048
C  0.3267  1.2276  -0.4654
N  1.5420  0.5032  -0.1939
H  -0.2958  1.9863  1.4888
H  -1.6528  1.3919  0.3732
H  0.1424  1.5973  -1.4866
H  2.1903  0.4108  -0.9055
H  1.9206  0.3490  0.7341

Values from the calculation:
Orbital gap = 0.2914 hartree
Total charge = +1
E_HOMO = -0.4409 Eh

---

## c
This record from the Open Molecules 2025 dataset describes 2 unconnected molecules or ions with the total composition C2H9N2. The level of theory is ωB97M-V with the def2-TZVPD basis set.

Element x y z (Å)
C  -1.0302  0.1709  -0.1604
N  -0.4561  0.9840  1.0232
C  -0.6753  -1.1656  -0.2147
N  1.8839  -0.0828  -0.6227
H  -1.0979  0.8709  -1.0009
H  -2.0797  0.5342  0.4780
H  -0.3483  0.5999  1.9520
H  -0.8329  1.9125  1.1982
H  -0.6423  -1.5724  -1.2285
H  -0.3396  -1.8618  0.5638
H  2.4493  -0.1320  0.2061
H  2.2870  -0.1502  -1.5458
H  0.8822  -0.1076  -0.6482

Values from the calculation:
Orbital gap = 0.2347 hartree
Total charge = +1
E_HOMO = -0.4997 Eh

---

a wins, 2.316 eV ahead of the next structure.

---

## a
This record from the Open Molecules 2025 dataset describes a molecular structure, C2H9N2. The level of theory is ωB97M-V with the def2-TZVPD basis set.

Element x y z (Å)
N  0.8449  -1.5586  1.0895
H  0.2254  -2.3249  0.8680
H  0.8766  -1.4100  2.1001
H  1.8360  -1.7857  0.7695
H  0.6021  -0.3133  0.7513
C  -1.4286  0.2760  -1.0749
C  -0.1781  0.7949  -0.9492
N  0.3778  0.9279  0.3704
H  -2.0161  0.0283  -0.2006
H  -1.8384  0.1542  -2.0485
H  0.4953  0.9276  -1.8101
H  -0.3242  1.2349  1.0074
H  1.2243  1.4782  0.4878

Values from the calculation:
Orbital gap = 0.3888 hartree
Total charge = +1
E_HOMO = -0.5148 Eh

---

## b
This record from the Open Molecules 2025 dataset describes a molecular structure, C2H9N2. The level of theory is ωB97M-V with the def2-TZVPD basis set.

Element x y z (Å)
C  -0.4878  0.0817  0.2113
C  0.8718  0.0799  -0.3753
N  -1.1856  1.0940  0.6113
N  1.1149  -0.4198  1.1072
H  -1.1786  -0.9803  -2.4400
H  -1.0609  -0.8505  0.3377
H  1.3238  0.9694  -0.5635
H  1.0027  -0.6575  -1.1852
H  -0.8979  2.0582  0.5182
H  -1.9917  0.8279  1.2585
H  1.3838  -1.3557  1.2958
H  -0.4079  -1.1028  -2.5274
H  1.5133  0.2556  1.7513

Values from the calculation:
Orbital gap = 0.4360 hartree
Total charge = +1
E_HOMO = -0.5563 Eh

---

a wins, 1.689 eV ahead of the next structure.

---

## a
This record from the Open Molecules 2025 dataset describes a molecular structure, C6H9NS. The level of theory is ωB97M-V with the def2-TZVPD basis set.

Element x y z (Å)
C  0.2082  1.5113  0.8795
C  0.9645  1.7887  -0.4890
C  -0.2838  0.9572  -0.3934
C  -0.5330  -0.5291  -0.8931
C  -1.3012  -0.9690  0.2690
C  -2.3124  -0.8050  1.2104
H  1.1866  1.2256  2.8482
H  -0.1015  0.0036  1.9706
H  -0.3883  2.2451  1.3368
H  0.9283  2.8028  -0.9079
H  1.7893  1.0638  -0.6650
H  -1.1871  1.5655  -0.4078
H  -1.2567  -0.2325  -1.7501
H  1.2317  -1.2822  0.1007
H  -2.9825  -1.1388  2.0398
N  0.8579  0.5663  1.7664
S  0.8950  -1.3713  -1.2768

Values from the calculation:
Orbital gap = 0.3461 hartree
E_HOMO = -0.3320 Eh

---

## b
This record from the Open Molecules 2025 dataset describes C6H9NS in the gas phase. The level of theory is ωB97M-V with the def2-TZVPD basis set.

Element x y z (Å)
C  -1.9991  -1.3396  0.2610
C  0.0774  0.1841  -0.3273
C  0.5830  1.4607  -0.9503
C  -0.3881  1.4428  0.2444
C  1.1495  -0.4702  0.5452
C  2.3607  -0.8887  -0.2141
H  -2.8139  -1.9797  -0.1072
H  -1.3001  -1.9915  0.7870
H  -2.3774  -0.5409  0.9426
H  1.6043  1.7444  -0.7569
H  0.2169  1.5748  -1.9897
H  0.0420  1.8315  1.1164
H  -1.4167  1.8297  0.1091
H  0.6838  -1.2961  1.0862
H  1.4698  0.2925  1.2768
N  3.3035  -1.1734  -0.8088
S  -1.1955  -0.6804  -1.2146

Values from the calculation:
Orbital gap = 0.3585 hartree
SMILES string = CSC1(CC#N)CC1
E_HOMO = -0.3343 Eh

---

## c
This record from the Open Molecules 2025 dataset describes C6H9NS in the gas phase. The level of theory is ωB97M-V with the def2-TZVPD basis set.

Element x y z (Å)
C  2.1371  -0.7060  0.1559
C  1.8284  0.7111  0.2245
C  1.1684  -1.6692  -0.1555
C  -2.0836  0.1442  -1.1830
C  -1.8181  -0.1675  1.6339
C  1.0050  1.3550  -0.6450
N  -0.1789  -1.4131  -0.4221
S  -1.0151  -0.1451  0.0790
H  3.1005  -1.1776  0.4263
H  2.2334  1.3778  0.9616
H  1.4358  -2.5836  0.2466
H  -2.9162  0.9070  -0.9859
H  -2.0360  -0.2393  -2.1176
H  -1.2375  0.2825  2.4288
H  -2.7932  0.1825  1.3660
H  0.5620  2.3552  -0.4964
H  0.6081  0.7861  -1.5171

Values from the calculation:
Orbital gap (alpha / beta) = 0.2468 / 0.2492 hartree
SMILES string = C=C/C=C\N=S(=C)=C
E_HOMO (alpha / beta) = -0.2868 / -0.2923 Eh

---

b wins, 5.722 eV ahead of the next structure.

---

## a
This record from the Open Molecules 2025 dataset describes a gas-phase ion, C4H4NO (charge +1). The level of theory is ωB97M-V with the def2-TZVPD basis set.

Element x y z (Å)
C  0.8648  -1.3638  0.4210
C  -0.8589  1.5838  -0.5958
C  0.8598  -0.1945  -0.3827
C  -0.3276  -1.4883  1.0611
N  -0.0228  0.7162  -0.2934
O  -1.3242  -1.4158  1.6159
H  -0.9062  2.5347  -0.0503
H  -1.7468  1.4494  -1.3758
H  1.5656  0.1001  -1.0552
H  1.8963  -1.9217  0.6553

Values from the calculation:
Orbital gap = 0.3556 hartree
Total charge = +1
E_HOMO = -0.5400 Eh

---

## b
This record from the Open Molecules 2025 dataset describes 2 unconnected molecules or ions with the total composition C4H4NO. The level of theory is ωB97M-V with the def2-TZVPD basis set.

Element x y z (Å)
C  0.3875  -0.5001  -0.0347
C  -2.8349  0.8743  -1.3481
C  -0.8211  -0.8431  -0.4243
C  2.4083  0.2314  1.1698
N  1.4394  -0.2304  0.5162
O  -3.7774  1.4750  -1.5321
H  -1.5089  -0.1314  -0.1693
H  -0.9369  -1.7037  -1.0552
H  2.3076  1.1909  1.7344
H  3.3364  -0.3628  1.1433

Values from the calculation:
Orbital gap = 0.3512 hartree
Total charge = +1
E_HOMO = -0.5781 Eh

---

## c
This record from the Open Molecules 2025 dataset describes a gas-phase ion, C4H4NO (charge +1). The level of theory is ωB97M-V with the def2-TZVPD basis set.

Element x y z (Å)
C  -0.6365  -0.3714  -1.5580
C  -1.4808  -0.4061  -0.6001
C  -0.1505  -0.2278  1.0540
C  0.4453  0.4117  -1.3053
N  0.7820  0.3459  0.0091
O  -1.5534  -0.2665  0.6510
H  0.2787  -1.2954  1.2758
H  -0.2352  0.2945  2.1635
H  0.9433  0.9758  -2.1369
H  1.6069  0.5392  0.4469

Values from the calculation:
Orbital gap (alpha / beta) = 0.3378 / 0.3378 hartree
SMILES string = C1#COC[NH+]=C1
Total charge = +1
E_HOMO (alpha / beta) = -0.5651 / -0.5651 Eh

---

a wins, 0.718 eV ahead of the next structure.

---

## a
This record from the Open Molecules 2025 dataset describes a molecular structure, C3H4Br2O. The level of theory is ωB97M-V with the def2-TZVPD basis set.

Element x y z (Å)
C  0.5928  -0.2666  0.2040
C  -0.1754  -1.7297  1.7525
C  -0.3215  1.1436  -1.4584
O  -0.2519  0.5867  -0.1357
Br  1.3251  -2.1866  2.7843
Br  -1.4467  -0.7563  2.7185
H  1.3231  -0.6429  -0.5211
H  -0.9674  2.0178  -1.4007
H  -0.7517  0.4077  -2.1381
H  0.6736  1.4263  -1.8053

Values from the calculation:
Orbital gap (alpha / beta) = 0.2639 / 0.2638 hartree
E_HOMO (alpha / beta) = -0.2804 / -0.2804 Eh

---

## b
This record from the Open Molecules 2025 dataset describes C3H4Br2O in the gas phase. The level of theory is ωB97M-V with the def2-TZVPD basis set.

Element x y z (Å)
C  1.1018  1.1846  0.0926
C  0.0484  0.1460  0.2616
C  -0.3057  -1.2115  -0.0735
O  0.5896  0.4945  1.3870
Br  2.7457  0.4849  -0.5289
Br  -1.9034  1.2265  -0.0700
H  -1.2117  2.2801  -0.7021
H  -0.6014  -1.1697  -1.0234
H  -1.0288  -1.5967  0.6077
H  0.5655  -1.8387  0.0489

Values from the calculation:
Orbital gap = 0.2837 hartree
E_HOMO = -0.2879 Eh

---

b wins, 0.948 eV ahead of the next structure.

---

## a
This record from the Open Molecules 2025 dataset describes 2 unconnected molecules or ions with the total composition C4H11NO. The level of theory is ωB97M-V with the def2-TZVPD basis set.

Element x y z (Å)
C  -0.9910  -0.9846  1.7202
C  0.1629  -0.2361  1.2126
C  0.7945  -0.6066  0.0064
N  0.2526  -1.4790  -0.8120
C  0.6547  0.9534  1.9588
H  -1.1117  -0.8181  2.7794
H  -1.9660  -0.6917  1.3087
H  -0.8996  -2.0621  1.5908
H  1.7264  -0.1346  -0.2608
H  0.6536  -1.5346  -1.7428
H  -0.7382  -1.6658  -0.6964
H  0.4149  0.8950  3.0087
H  1.7365  1.1179  1.8273
H  0.1944  1.8304  1.4898
H  -0.6410  2.1153  -2.3720
H  -1.3183  2.0965  -3.7340
O  -0.5024  1.8400  -3.2833

Values from the calculation:
Orbital gap (alpha / beta) = 0.3853 / 0.2927 hartree
Spin multiplicity = 2
Total charge = +1
E_HOMO (alpha / beta) = -0.5167 / -0.5393 Eh

---

## b
This record from the Open Molecules 2025 dataset describes 2 unconnected molecules or ions with the total composition C4H11NO. The level of theory is ωB97M-V with the def2-TZVPD basis set.

Element x y z (Å)
C  0.0109  1.3903  2.0289
N  -0.4058  1.2737  0.5906
C  0.5672  0.3752  -0.0065
C  0.0252  -0.1174  -1.3816
C  0.9221  -1.3201  -2.1043
O  -1.2572  -1.3956  0.7682
H  0.8461  1.9728  1.9132
H  0.2507  0.4683  2.5965
H  -0.6956  1.9507  2.5982
H  -1.1398  0.5342  0.7094
H  0.4563  -0.4851  0.6226
H  1.6101  0.8251  -0.2359
H  -0.3540  0.6117  -2.0357
H  -0.7489  -0.7330  -0.9442
H  1.0757  -1.2565  -3.2127
H  1.9510  -1.2728  -1.6645
H  0.4937  -2.3340  -1.8459

Values from the calculation:
Orbital gap (alpha / beta) = 0.2483 / 0.3199 hartree
Spin multiplicity = 2
Total charge = +1
E_HOMO (alpha / beta) = -0.5854 / -0.5884 Eh

---

## c
This record from the Open Molecules 2025 dataset describes a gas-phase ion, C4H11NO (charge +1). The level of theory is ωB97M-V with the def2-TZVPD basis set.

Element x y z (Å)
C  1.2554  0.1695  -1.3163
N  0.5456  1.1593  -0.5249
C  0.2972  -0.0385  1.7501
C  -0.4741  0.5124  0.4739
C  -1.2135  -0.6907  -0.0824
O  -1.9664  -0.5617  -1.2617
H  0.5333  -0.5192  -1.9460
H  1.6919  -0.4995  -0.5925
H  1.9620  0.8383  -1.9429
H  1.2459  1.7857  0.0430
H  0.6084  -1.0420  1.5401
H  -0.4649  -0.1207  2.4710
H  1.0659  0.5087  2.0609
H  -1.2312  1.2482  0.7778
H  -0.4929  -1.5027  -0.1842
H  -2.0655  -1.1457  0.5677
H  -1.2972  -0.1012  -1.8337

Values from the calculation:
Orbital gap (alpha / beta) = 0.4172 / 0.2386 hartree
Spin multiplicity = 2
Total charge = +1
E_HOMO (alpha / beta) = -0.5492 / -0.5488 Eh

---

a wins, 2.909 eV ahead of the next structure.